{
  "formula": "C34H41N15ORhS2",
  "method": "ωB97M-V with the def2-TZVPD basis set",
  "elements": ["Rh", "C", "N", "C", "C", "N", "C", "S", "C", "C", "C", "C", "C", "N", "H", "H", "H", "H", "H", "H", "H", "H", "H", "N", "C", "N", "N", "N", "N", "C", "N", "N", "N", "N", "H", "C", "C", "C", "C", "C", "C", "C", "C", "C", "C", "C", "C", "N", "H", "H", "H", "H", "H", "H", "H", "H", "H", "H", "H", "H", "H", "H", "H", "H", "H", "C", "C", "C", "N", "C", "S", "N", "C", "O", "C", "C", "C", "C", "C", "C", "H", "H", "H", "H", "H", "H", "H", "H", "H", "H", "H", "H", "H", "H"],
  "xyz": [[0.03, 0.40, -0.58], [-0.10, 5.00, 1.46], [-1.20, 4.08, 1.27], [-2.31, 3.98, 2.08], [-3.05, 2.95, 1.62], [-2.36, 2.41, 0.55], [-1.21, 3.10, 0.34], [-0.06, 2.78, -0.85], [-2.91, 1.46, -0.36], [-4.07, 1.84, -0.98], [-4.63, 0.94, -1.89], [-4.04, -0.28, -2.06], [-2.88, -0.61, -1.32], [-2.26, 0.30, -0.53], [-0.46, 5.86, 2.03], [0.27, 5.33, 0.50], [0.71, 4.53, 2.02], [-2.47, 4.63, 2.92], [-3.98, 2.53, 1.96], [-4.49, 2.82, -0.80], [-5.53, 1.19, -2.44], [-4.46, -1.02, -2.73], [-1.62, -2.10, -0.73], [2.90, -1.50, -0.64], [2.89, -0.33, -1.38], [3.95, 0.14, -2.02], [3.51, 1.30, -2.56], [2.28, 1.51, -2.25], [1.84, 0.48, -1.48], [1.74, -2.15, -0.28], [1.70, -3.43, 0.05], [0.42, -3.65, 0.37], [-0.26, -2.56, 0.25], [0.55, -1.57, -0.16], [3.70, -2.09, -0.77], [-0.06, -2.57, -3.43], [-1.39, -2.32, -4.15], [-1.59, -0.81, -4.35], [-2.56, -3.05, -3.50], [-3.24, -3.98, -4.28], [-4.27, -4.74, -3.76], [-4.62, -4.59, -2.43], [-3.97, -3.67, -1.61], [-4.36, -3.66, -0.13], [-3.24, -4.21, 0.75], [-4.89, -2.34, 0.42], [-2.97, -2.87, -2.17], [-2.36, -1.84, -1.39], [0.77, -2.32, -4.09], [0.05, -3.62, -3.12], [0.02, -1.93, -2.55], [-1.31, -2.76, -5.14], [-1.52, -0.27, -3.41], [-2.56, -0.59, -4.82], [-0.80, -0.43, -5.00], [-2.94, -4.12, -5.31], [-4.79, -5.46, -4.38], [-5.40, -5.21, -2.00], [-5.19, -4.37, -0.07], [-2.39, -3.53, 0.80], [-2.88, -5.17, 0.39], [-3.61, -4.35, 1.77], [-4.09, -1.63, 0.62], [-5.39, -2.53, 1.38], [-5.61, -1.87, -0.25], [5.49, 3.21, 0.46], [4.21, 3.20, 1.28], [3.35, 2.00, 0.90], [2.11, 1.96, 1.69], [1.48, 0.85, 2.11], [-0.16, 0.79, 2.36], [2.25, -0.28, 2.37], [3.52, -0.41, 2.88], [4.11, -1.47, 2.81], [4.11, 0.75, 3.62], [5.49, 0.93, 3.54], [6.09, 1.96, 4.25], [5.32, 2.78, 5.07], [3.95, 2.58, 5.16], [3.34, 1.57, 4.43], [6.09, 4.09, 0.68], [5.27, 3.20, -0.61], [6.09, 2.33, 0.68], [3.63, 4.11, 1.09], [4.43, 3.18, 2.35], [3.90, 1.08, 1.03], [3.08, 2.07, -0.15], [1.43, 2.64, 1.37], [1.78, -1.16, 2.18], [6.07, 0.27, 2.92], [7.16, 2.12, 4.18], [5.79, 3.58, 5.63], [3.35, 3.21, 5.81], [2.27, 1.42, 4.50]],
  "e_lumo_ev": [2.2, 2.2],
  "total_charge": -1,
  "relative_energy_kcal_mol": 0.00,
  "max_force_ev_per_a": 0.64,
  "homo_ev": [-3.56, -3.56]
}


{
  "formula": "C34H41N3P2PtSSbSe4Si2",
  "method": "ωB97M-V with the def2-TZVPD basis set",
  "elements": ["Pt", "C", "Si", "C", "C", "N", "P", "C", "P", "N", "Si", "C", "C", "C", "C", "C", "C", "C", "C", "C", "C", "C", "C", "C", "C", "C", "C", "C", "C", "C", "C", "C", "C", "C", "C", "C", "C", "C", "H", "H", "H", "H", "H", "H", "H", "H", "H", "H", "H", "H", "H", "H", "H", "H", "H", "H", "H", "H", "H", "H", "H", "H", "H", "H", "H", "H", "H", "H", "H", "H", "H", "H", "H", "H", "H", "H", "S", "C", "C", "N", "C", "H", "H", "H", "Se", "Sb", "Se", "Se", "Se"],
  "xyz": [[0.09, -1.19, -0.77], [2.68, -3.68, 0.92], [3.11, -1.88, 1.06], [4.54, -1.46, -0.08], [3.67, -1.48, 2.80], [1.70, -0.98, 0.58], [1.23, 0.55, 0.86], [0.34, 0.92, -0.58], [-1.37, 0.89, -0.81], [-1.52, -0.33, -1.90], [-3.00, -1.04, -2.49], [-3.98, -2.08, -1.28], [-4.17, 0.33, -3.06], [-2.54, -2.05, -3.99], [-1.78, 2.50, -1.57], [-1.57, 2.63, -2.94], [-1.64, 3.88, -3.55], [-1.89, 5.01, -2.79], [-2.08, 4.90, -1.42], [-2.02, 3.65, -0.81], [-2.58, 0.64, 0.54], [-3.81, 1.31, 0.53], [-4.79, 0.99, 1.45], [-4.56, -0.01, 2.39], [-3.35, -0.69, 2.41], [-2.37, -0.37, 1.48], [2.66, 1.68, 0.90], [3.32, 2.04, 2.08], [4.44, 2.87, 2.03], [4.90, 3.34, 0.81], [4.26, 2.97, -0.37], [3.15, 2.15, -0.32], [0.54, 0.71, 2.53], [0.23, 1.98, 3.03], [-0.18, 2.12, 4.35], [-0.30, 0.99, 5.16], [-0.03, -0.27, 4.65], [0.40, -0.41, 3.33], [3.56, -4.29, 0.66], [1.95, -3.83, 0.12], [2.26, -4.07, 1.85], [5.45, -1.97, 0.26], [4.74, -0.38, -0.09], [4.34, -1.78, -1.10], [4.47, -2.18, 3.07], [2.88, -1.57, 3.54], [4.09, -0.47, 2.86], [-3.89, -1.74, -0.25], [-3.67, -3.13, -1.31], [-5.04, -2.05, -1.55], [-4.90, 0.57, -2.28], [-4.73, -0.01, -3.94], [-3.66, 1.25, -3.33], [-1.76, -2.77, -3.76], [-2.18, -1.41, -4.80], [-3.42, -2.60, -4.34], [-1.35, 1.74, -3.52], [-1.49, 3.97, -4.62], [-1.93, 5.98, -3.26], [-2.26, 5.78, -0.82], [-2.15, 3.56, 0.26], [-3.99, 2.08, -0.21], [-5.74, 1.51, 1.43], [-5.34, -0.27, 3.11], [-3.16, -1.48, 3.13], [-1.44, -0.92, 1.49], [2.96, 1.69, 3.03], [4.95, 3.14, 2.94], [5.77, 3.99, 0.77], [4.63, 3.34, -1.32], [2.62, 1.86, -1.23], [0.33, 2.85, 2.39], [-0.41, 3.10, 4.74], [-0.60, 1.11, 6.19], [-0.15, -1.15, 5.26], [0.61, -1.39, 2.93], [3.62, -1.06, -4.51], [3.57, -2.59, -3.75], [2.45, -2.70, -3.00], [1.62, -1.59, -3.03], [2.12, -0.67, -3.78], [4.36, -3.32, -3.88], [2.16, -3.55, -2.41], [1.65, 0.30, -3.95], [-3.41, -5.52, 0.89], [-1.05, -4.74, 1.07], [0.32, -6.73, 0.73], [-0.80, -3.68, 3.24], [-0.68, -3.35, -1.06]],
  "multiplicity": 3,
  "e_lumo_ev": [2.0, 0.5],
  "total_charge": -1,
  "relative_energy_kcal_mol": 8.81,
  "max_force_ev_per_a": 1.44,
  "homo_ev": [-4.79, -4.71]
}